(1)
DFT (ωB97M-V/def2-TZVPD) results for a molecular structure, C5H11N3O.

Results
- max |F| (hartree/bohr) = 0.1131
- LUMO level (eV) = 0.64
- relative energy (zero: lowest compared OMol25 entry of this formula, charge and spin) (eV) = 5.284
- frontier orbital gap (eV) = 8.9

```
20
Properties=species:S:1:pos:R:3:lowdin_charge:R:1
C -0.529 -1.436 1.161 -0.10
C -0.509 -1.057 -0.305 -0.60
C -0.001 0.337 -0.314 -0.18
C -0.605 1.519 0.154 -0.16
C 1.405 0.606 -0.633 -0.46
H -1.729 -0.977 1.367 0.11
H 0.435 -0.720 1.880 0.17
H -0.325 -2.857 1.163 0.17
H -1.703 -1.035 -0.572 0.15
H -0.321 -2.699 -1.345 0.08
H 0.777 -1.384 -1.940 0.09
H -0.136 2.405 0.104 0.08
H -2.244 2.587 0.284 0.12
H -2.436 0.768 0.377 0.10
H 3.356 0.958 -0.171 0.20
H 1.998 1.761 0.948 0.06
N 0.238 -1.866 -1.171 0.03
N -1.882 1.649 0.609 0.06
N 2.313 1.367 0.101 0.12
O 1.898 0.077 -1.700 -0.06
```

(2)
DFT (ωB97M-V/def2-TZVPD) results for a single C4H8N2S molecule.

Results
- max |F| (hartree/bohr) = 0.0252
- LUMO level (eV) = 0.68
- relative energy (zero: lowest compared OMol25 entry of this formula, charge and spin) (eV) = 2.320
- frontier orbital gap (eV) = 9.1

```
15
Properties=species:S:1:pos:R:3:lowdin_charge:R:1
C 1.227 0.847 -0.165 -0.28
C 2.429 -1.242 0.032 0.00
C -0.603 0.275 1.234 -0.54
C -2.226 0.192 -1.024 -0.43
N 0.183 1.179 0.475 -0.03
N 1.698 -0.372 -0.478 0.04
S -1.635 -0.920 0.272 0.75
H 1.731 1.652 -0.696 0.12
H 2.540 -2.183 -0.494 0.08
H 2.983 -1.118 0.963 0.09
H -0.017 -0.376 1.891 0.06
H -1.295 0.877 1.827 0.07
H -2.889 0.941 -0.598 0.03
H -2.761 -0.414 -1.749 0.02
H -1.364 0.663 -1.489 0.02
```

(3)
DFT (ωB97M-V/def2-TZVPD) results for a single C4H3NOS molecule.

Results
- max |F| (hartree/bohr) = 0.0402
- LUMO level (eV) = -0.23
- relative energy (zero: lowest compared OMol25 entry of this formula, charge and spin) (eV) = 2.213
- frontier orbital gap (eV) = 9.3

```
10
Properties=species:S:1:pos:R:3:lowdin_charge:R:1
C 2.530 0.280 -0.012 -0.62
C -0.564 -0.026 -0.049 -0.24
C -1.997 -0.117 -0.045 -0.10
C -3.210 -0.087 -0.019 0.13
H 3.656 0.210 -0.043 0.09
H -0.053 0.936 0.099 0.10
H -4.272 -0.148 0.138 0.04
N 0.094 -1.143 -0.037 -0.28
O 2.005 1.387 -0.023 -0.06
S 1.811 -1.292 -0.009 0.95
```

(4)
DFT (ωB97M-V/def2-TZVPD) results for a molecular structure, C6H15N.

Results
- max |F| (hartree/bohr) = 0.1081
- LUMO level (eV) = 1.06
- relative energy (zero: lowest compared OMol25 entry of this formula, charge and spin) (eV) = 4.363
- frontier orbital gap (eV) = 9.2

```
22
Properties=species:S:1:pos:R:3:lowdin_charge:R:1
C 0.147 1.169 1.051 -0.27
N -0.734 0.678 -0.035 -0.14
C -2.057 0.333 0.422 -0.34
C -2.756 -0.670 -0.492 -0.10
C 1.544 0.940 0.503 -0.19
C 1.909 -0.716 -1.384 -0.09
C 1.482 -0.581 0.125 -0.34
H -0.109 0.657 1.988 0.10
H 0.016 2.273 1.179 0.12
H 2.393 -1.077 0.551 0.11
H -2.705 1.147 0.814 0.12
H -1.782 -0.188 1.371 0.09
H -2.002 -1.367 -0.872 0.06
H -3.487 -1.214 0.105 0.07
H -3.103 -0.272 -1.427 0.06
H 1.780 1.412 -0.451 0.10
H 2.491 1.001 1.008 0.10
H 1.266 -0.109 -2.051 0.08
H 2.030 -1.738 -1.658 0.06
H 2.859 -0.167 -1.392 0.08
H 0.848 -1.046 0.922 0.13
H -0.032 -0.464 -0.276 0.18
```

(5)
DFT (ωB97M-V/def2-TZVPD) results for a single C4H5Cl molecule.

Results
- max |F| (hartree/bohr) = 0.0712
- LUMO level (alpha / beta) (eV) = -0.49 / -0.11
- relative energy (zero: lowest compared OMol25 entry of this formula, charge and spin) (eV) = 3.803
- frontier orbital gap (alpha / beta) (eV) = 7.5 / 8.3

```
10
Properties=species:S:1:pos:R:3:lowdin_charge:R:1
C -0.094 1.245 -0.010 0.03
C 0.289 -1.216 -0.192 -0.14
C -0.128 0.039 0.585 -0.42
C 1.296 -0.541 0.639 -0.45
Cl 2.882 0.104 -0.104 0.45
H -0.055 1.538 -1.062 0.09
H -0.492 2.085 0.538 0.07
H -0.214 -2.138 0.214 0.13
H 0.387 -1.090 -1.218 0.08
H -0.627 -0.092 1.610 0.16
```